Entry 1:
Below is a molecular structure, C17H15Cl2NO6STi, with properties calculated with the ωB97M-V functional and the def2-TZVPD basis.

The geometry in XYZ format:
```
43
Properties=species:S:1:pos:R:3:lowdin_charge:R:1
Ti -0.57139 -1.35840 -0.73993 1.103
C -1.91442 5.80081 0.84760 0.007
O -1.85940 4.63044 0.00309 0.004
C -1.70628 3.44485 0.52201 -0.227
C -1.57731 3.18724 1.90817 0.041
C -1.42539 1.90508 2.33770 0.048
C -1.37564 0.79728 1.44241 -0.082
C -1.13989 -0.49987 1.91301 -0.252
C -1.14416 -0.93669 3.32959 0.052
O -0.90993 -1.47904 1.06955 -0.094
C -1.55052 1.09975 0.04409 -0.240
O -1.60876 0.08725 -0.86445 -0.172
C -1.70276 2.37581 -0.40196 0.119
H -2.04890 6.63321 0.16714 0.109
H -0.97909 5.91157 1.39388 0.109
H -2.76292 5.73156 1.52630 0.110
H -1.59218 3.99701 2.62121 0.126
H -1.30689 1.73055 3.39659 0.127
H -1.25488 -0.13534 4.04923 0.089
H -0.23089 -1.49856 3.52917 0.121
H -1.97612 -1.63646 3.45154 0.127
H -1.84891 2.58660 -1.45212 0.157
O 0.40717 -3.26672 -0.89520 0.012
C 1.26539 -2.66744 -1.57457 -0.448
N 0.79247 -1.57423 -2.28222 -0.113
S 1.79967 -0.37163 -1.78351 0.804
O 1.95168 0.77393 -2.58898 -0.167
O 1.08120 -0.16631 -0.45415 -0.329
C 3.20316 -1.38684 -1.52854 -0.208
C 4.52703 -1.05217 -1.36884 0.016
C 5.40453 -2.10995 -1.12890 0.000
C 4.94955 -3.41993 -1.02643 0.002
C 3.59953 -3.73739 -1.16263 0.051
C 2.72984 -2.70116 -1.43896 -0.120
H 4.87309 -0.02986 -1.43488 0.140
H 6.46052 -1.90484 -1.01902 0.132
H 5.66158 -4.21214 -0.83983 0.132
H 3.25132 -4.75820 -1.08564 0.143
Cl -5.00918 -2.63166 -0.63157 0.652
C -3.98829 -1.81577 -1.76057 -0.853
Cl -2.34304 -2.66527 -1.86559 0.694
H -3.76125 -0.80379 -1.44999 0.025
H -4.36935 -1.87327 -2.77385 0.055
```

Properties
Orbital gap, eV: 7.1
2S+1: 1
HOMO energy, eV: -15.35
Net charge: +2
LUMO energy, hartree: -0.304

***

Entry 2:
Below is 3 unconnected molecules or ions with the total composition C6H11INO3 in a non-equilibrium geometry, with properties calculated with the ωB97M-V functional and the def2-TZVPD basis.

The geometry in XYZ format:
```
22
Properties=species:S:1:pos:R:3:lowdin_charge:R:1
I -25.51348 20.86473 -29.64541 -0.519
O -21.62925 24.13670 -31.55233 0.001
C -22.25872 23.41127 -30.82077 -0.639
N -22.55198 22.16085 -31.19146 0.143
C -22.65625 23.96995 -29.47362 -0.020
H -22.56502 21.85059 -32.15253 0.106
H -23.12016 21.56228 -30.60923 -0.092
H -23.20625 23.31974 -28.79332 0.034
H -23.33982 24.81029 -29.59479 0.084
H -21.68053 24.18587 -29.03837 0.079
O -22.73596 19.38648 -25.43314 0.112
C -22.13357 19.51914 -26.45566 -0.489
O -21.18793 18.67622 -26.74120 0.034
C -20.43877 18.98544 -27.87492 -0.177
C -20.78453 20.42462 -28.26292 -0.164
C -22.10985 20.64854 -27.55180 -0.069
H -20.53594 18.24994 -28.67348 0.123
H -19.42228 18.85676 -27.50305 0.119
H -20.74069 20.42419 -29.35204 0.100
H -19.98172 21.14108 -28.08889 0.108
H -22.88801 20.43929 -28.28582 0.014
H -22.19387 21.67842 -27.20483 0.114
```

Properties
Orbital gap, eV: 7.2
2S+1: 1
HOMO energy, eV: -4.18
Energy above the lowest of the compared OMol25 structures with the same formula, charge and spin, kJ/mol: 0.0
Net charge: -1
LUMO energy, hartree: 0.112

***

Entry 3:
Below is 9 unconnected molecules or ions with the total composition C35H77ClN7O12 in a non-equilibrium geometry, with properties calculated with the ωB97M-V functional and the def2-TZVPD basis.

The geometry in XYZ format:
```
132
Properties=species:S:1:pos:R:3:lowdin_charge:R:1
O 25.61899 -1.59176 -21.54854 0.079
H 25.46699 -0.96801 -20.83479 0.043
H 25.61493 -2.47647 -21.17588 0.051
H 26.41797 -1.40089 -22.04533 0.033
Cl 23.69065 -4.04519 -19.57786 0.562
O 24.75637 -3.41398 -18.77053 -0.410
O 22.95934 -4.87146 -18.74469 -0.333
O 22.86793 -3.05530 -20.20195 -0.361
O 24.42553 -4.75593 -20.58130 -0.403
C 17.19450 -4.99585 -20.58763 -0.016
C 18.66964 -5.58607 -20.70002 -0.499
C 18.51216 -7.11311 -20.63942 -0.192
C 19.78920 -7.67821 -21.07857 -0.163
C 20.12580 -7.27287 -22.65855 -0.052
C 19.53685 -5.83524 -23.09311 -0.473
N 19.39938 -5.02602 -21.88143 0.009
O 19.37063 -3.51707 -21.97708 -0.031
C 20.64724 -5.24032 -24.04489 -0.043
C 18.25944 -6.03434 -23.87575 -0.040
C 19.32612 -5.30406 -19.40723 -0.056
H 16.53294 -5.40296 -19.82298 0.081
H 16.75734 -5.11185 -21.57937 0.068
H 17.39784 -3.97261 -20.27183 0.071
H 18.26749 -7.48593 -19.64482 0.112
H 17.66443 -7.52442 -21.18740 0.115
H 19.91869 -8.73884 -20.86314 0.100
H 20.71435 -7.22982 -20.71643 0.097
H 19.65191 -8.08205 -23.21421 0.097
H 21.20126 -7.19541 -22.81817 0.096
H 20.60961 -5.75965 -25.00248 0.084
H 20.46706 -4.24866 -24.45991 0.064
H 21.64505 -5.05338 -23.64797 0.064
H 17.46945 -6.44407 -23.24635 0.066
H 17.89580 -5.05878 -24.19847 0.095
H 18.38798 -6.81822 -24.62214 0.086
H 20.38352 -5.56735 -19.38119 0.082
H 18.78145 -5.61530 -18.51585 0.096
H 19.25386 -4.22437 -19.27626 0.085
C 24.22058 -4.97737 -24.41559 -0.017
C 25.18040 -4.21187 -25.43945 -0.456
C 25.68260 -4.90638 -26.76994 -0.127
C 24.60729 -4.95566 -27.86894 -0.177
C 24.12000 -3.52571 -28.19953 -0.128
C 23.71028 -2.65263 -26.95369 -0.477
N 24.69664 -2.87177 -25.83830 0.016
O 24.31309 -2.04981 -24.59014 -0.055
C 23.72741 -1.14257 -27.33172 -0.035
C 22.24941 -3.07682 -26.67659 -0.040
C 26.45558 -4.16631 -24.59403 -0.085
H 23.30000 -5.13424 -24.97774 0.037
H 23.90649 -4.46167 -23.50812 0.074
H 24.65161 -5.91250 -24.05803 0.073
H 26.49678 -4.27649 -27.12834 0.112
H 26.07935 -5.90084 -26.56563 0.117
H 23.84701 -5.61520 -27.45048 0.102
H 24.92456 -5.47789 -28.77155 0.104
H 23.20299 -3.67897 -28.76849 0.104
H 24.81537 -2.94754 -28.80803 0.109
H 22.85728 -0.93983 -27.95613 0.080
H 23.63445 -0.37261 -26.56580 0.076
H 24.69964 -0.96853 -27.79278 0.076
H 21.91954 -2.51803 -25.80079 0.079
H 21.57159 -3.01312 -27.52783 0.086
H 22.26525 -4.15002 -26.48661 0.056
H 27.29902 -3.62604 -25.02395 0.080
H 26.68349 -5.12073 -24.11944 0.069
H 26.33424 -3.56170 -23.69524 0.047
C 23.71074 -9.75681 -14.92687 -0.028
C 22.86194 -8.89899 -15.90250 -0.512
C 23.16686 -9.49780 -17.31056 -0.191
C 22.48293 -10.77369 -17.41244 -0.183
C 20.88774 -10.50648 -17.29857 -0.088
C 20.46568 -9.87413 -15.94576 -0.507
N 21.43633 -8.77510 -15.60834 -0.013
O 21.16077 -8.17565 -14.34749 -0.024
C 19.06216 -9.24246 -16.19080 -0.031
C 20.29777 -10.98346 -14.99469 -0.051
C 23.52069 -7.57888 -15.88785 -0.055
H 23.33162 -10.74849 -14.68001 0.066
H 23.66175 -9.27435 -13.95068 0.082
H 24.75670 -9.74300 -15.23329 0.093
H 23.01193 -8.89208 -18.20342 0.118
H 24.23853 -9.68496 -17.37823 0.114
H 22.94418 -11.47987 -16.72202 0.103
H 22.69106 -11.30683 -18.34010 0.108
H 20.49998 -11.51107 -17.46745 0.109
H 20.56233 -9.94248 -18.17271 0.104
H 18.67272 -8.95032 -15.21556 0.078
H 19.02970 -8.48715 -16.97601 0.078
H 18.29140 -9.96107 -16.46942 0.081
H 19.77253 -10.53123 -14.15343 0.084
H 19.46644 -11.61202 -15.31391 0.093
H 21.20544 -11.50097 -14.68419 0.088
H 22.99666 -6.98692 -16.63824 0.092
H 24.56447 -7.57974 -16.20188 0.096
H 23.41636 -7.10647 -14.91110 0.085
O 27.89186 -3.01453 -20.84582 -0.036
C 28.51928 -3.95630 -20.38251 -0.607
N 29.52895 -4.51742 -20.98371 0.159
C 28.20110 -4.53700 -18.97363 0.004
H 29.78868 -4.27430 -21.92898 0.114
H 30.13832 -5.17455 -20.51793 0.108
H 27.58560 -5.43537 -19.02039 0.071
H 27.70685 -3.75239 -18.40074 0.075
H 29.06916 -4.84808 -18.39241 0.069
O 27.99700 -4.41443 -15.06073 0.036
C 26.87315 -4.56464 -14.66522 -0.715
N 26.56465 -5.04507 -13.52217 0.173
C 25.75982 -4.04545 -15.48408 -0.005
H 27.36223 -5.19138 -12.92004 0.127
H 25.62262 -4.78978 -13.26234 0.108
H 25.80150 -4.67559 -16.37250 0.085
H 25.91640 -3.14139 -16.07251 0.092
H 24.84856 -3.98378 -14.88919 0.081
O 20.43099 1.18205 -21.98334 -0.008
C 20.59643 -0.03180 -21.90370 -0.591
N 20.41598 -0.64007 -20.74204 0.164
C 21.26604 -0.83878 -23.04170 -0.011
H 21.07111 -1.39432 -20.59364 0.077
H 19.98369 -0.18110 -19.95301 0.114
H 21.27757 -1.91735 -22.88469 0.046
H 22.24294 -0.52922 -23.41309 0.068
H 20.62411 -0.79146 -23.92136 0.070
O 26.99431 -9.29100 -21.52584 0.006
C 26.23061 -8.36208 -21.31032 -0.600
N 26.45771 -7.17448 -21.84005 0.173
C 25.20183 -8.39209 -20.14319 0.001
H 25.97148 -6.32937 -21.57647 0.079
H 27.35017 -7.16532 -22.31285 0.111
H 25.66454 -8.05476 -19.21572 0.079
H 24.73409 -9.34801 -19.90752 0.065
H 24.47924 -7.61803 -20.40164 0.061
```

Properties
Orbital gap (spin up / spin down), eV: 2.7 / 8.0
2S+1: 5
HOMO energy (spin up / spin down), eV: -0.72 / -6.68
Net charge: -1
LUMO energy (spin up / spin down), hartree: 0.073 / 0.047

***

Entry 4:
Below is 2 unconnected molecules or ions with the total composition C2H4IPS in a non-equilibrium geometry, with properties calculated with the ωB97M-V functional and the def2-TZVPD basis.

The geometry in XYZ format:
```
9
Properties=species:S:1:pos:R:3:lowdin_charge:R:1
C -0.17065 -1.21494 -1.76294 -0.226
C 0.22610 0.40739 0.70300 -0.758
P -0.90264 -0.69416 -0.44871 0.883
S 2.05547 0.44637 0.14267 0.561
I -2.92556 0.71736 2.51115 -0.320
H -0.37350 -2.04000 -2.36224 -0.061
H -0.08877 1.45169 0.64295 0.005
H 0.41467 -0.13164 1.67409 0.023
H 1.76488 1.05794 -1.09997 -0.108
```

Properties
Orbital gap (spin up / spin down), eV: 4.3 / 4.3
2S+1: 1
HOMO energy (spin up / spin down), eV: -8.24 / -8.23
Energy above the lowest of the compared OMol25 structures with the same formula, charge and spin, kJ/mol: 507.2
LUMO energy (spin up / spin down), hartree: -0.144 / -0.144